(1)
The following is a quantum chemistry calculation of the ion C14H18N3OS with charge +1 at a distorted geometry, from OMol25.

## Properties
Relative energy (zero: lowest compared OMol25 entry of this formula, charge and spin) = 0.000 eV
LUMO = -2.91 eV
Multiplicity = 1
Structure (SMILES) = Cc1ccccc1CSc1nnc([C@@H]2CCC[NH2+]2)o1
HOMO-LUMO gap = 8.9 eV
Total charge = +1

Structure (XYZ):
```
37
Properties=species:S:1:pos:R:3:nbo_charge:R:1
C -2.685 0.267 2.967 -0.65
C -2.465 0.484 1.504 0.02
C -3.010 -0.406 0.585 -0.21
C -2.848 -0.230 -0.777 -0.20
C -2.137 0.861 -1.249 -0.25
C -1.577 1.750 -0.349 -0.18
C -1.725 1.570 1.022 -0.08
C -1.084 2.559 1.942 -0.52
S 0.207 1.821 3.040 0.36
C 1.138 0.941 1.912 0.28
N 2.007 0.012 2.198 -0.28
N 2.501 -0.421 1.031 -0.33
C 1.924 0.251 0.084 0.43
C 2.209 -0.034 -1.352 -0.10
C 1.009 -0.674 -2.067 -0.42
C 1.208 -2.165 -1.808 -0.42
C 2.712 -2.324 -1.975 -0.23
N 3.260 -1.110 -1.308 -0.53
O 1.048 1.145 0.560 -0.40
H -3.437 -0.501 3.126 0.23
H -3.020 1.182 3.452 0.22
H -1.767 -0.051 3.460 0.23
H -3.581 -1.247 0.948 0.22
H -3.287 -0.932 -1.468 0.22
H -2.034 1.030 -2.311 0.22
H -1.025 2.604 -0.715 0.21
H -1.794 2.974 2.657 0.26
H -0.615 3.372 1.389 0.24
H 2.568 0.861 -1.867 0.25
H 0.063 -0.299 -1.677 0.27
H 1.051 -0.461 -3.135 0.23
H 0.650 -2.783 -2.505 0.26
H 0.905 -2.424 -0.794 0.23
H 3.109 -3.226 -1.513 0.25
H 2.984 -2.308 -3.031 0.23
H 4.156 -0.822 -1.705 0.45
H 3.381 -1.270 -0.272 0.48
```

***

(2)
The following is a quantum chemistry calculation of the ion H2N2O4P with charge -1 at a distorted geometry, from OMol25.

## Properties
Relative energy (zero: lowest compared OMol25 entry of this formula, charge and spin) = 1.036 eV
LUMO = 4.26 eV
Multiplicity = 1
Structure (SMILES) = N[P@@](=O)([O-])[N+](=O)[O-]
HOMO-LUMO gap = 9.8 eV
Total charge = -1

Structure (XYZ):
```
9
Properties=species:S:1:pos:R:3:nbo_charge:R:1
N 0.306 -0.586 0.130 -1.17
P -1.419 -0.986 -0.064 2.25
O -1.779 -1.485 -1.419 -1.12
O -1.984 -1.539 1.228 -1.12
N -2.221 0.934 -0.022 0.29
O -3.302 1.175 0.439 -0.39
O -1.410 1.824 -0.449 -0.52
H 0.661 -0.112 -0.690 0.40
H 0.014 -0.107 1.016 0.39
```

***

(3)
The following is a quantum chemistry calculation of a structure of composition C6H8B2F8N2O7V at a distorted geometry, from OMol25.

## Properties
Relative energy (zero: lowest compared OMol25 entry of this formula, charge and spin) = 0.000 eV
LUMO (alpha / beta) = 3.73 / 3.73 eV
Multiplicity = 2
HOMO-LUMO gap (alpha / beta) = 6.9 / 6.9 eV
Total charge = -2

Structure (XYZ):
```
34
Properties=species:S:1:pos:R:3:nbo_charge:R:1
O 0.093 0.821 1.128 -0.43
V -0.264 -0.348 0.191 1.62
B 1.874 1.124 -1.603 1.34
F 2.196 2.432 -1.956 -0.58
F 2.503 0.246 -2.478 -0.55
F 2.378 0.964 -0.282 -0.58
F 0.501 0.810 -1.577 -0.51
B -0.839 -2.039 -2.701 1.35
F -1.110 -3.367 -3.125 -0.59
F -1.836 -1.228 -3.280 -0.57
F -0.893 -1.956 -1.287 -0.55
F 0.408 -1.677 -3.148 -0.54
O -3.549 0.903 -2.241 -0.69
C -3.013 1.170 -1.019 0.99
O -3.440 2.196 -0.433 -0.79
O -2.123 0.427 -0.534 -0.77
H -4.139 1.673 -2.283 0.48
O 2.851 -3.315 0.906 -0.74
C 2.268 -2.453 0.042 0.98
O 2.564 -2.547 -1.160 -0.70
O 1.348 -1.696 0.465 -0.79
H 3.538 -3.794 0.438 0.48
C -2.903 -2.346 3.709 -0.72
C -2.114 -1.936 2.550 0.40
N -1.471 -1.647 1.656 -0.31
H -3.744 -1.671 3.859 0.26
H -2.358 -2.524 4.630 0.26
H -3.379 -3.297 3.454 0.25
C 2.409 3.778 0.708 -0.73
C 2.473 4.916 1.624 0.33
N 2.527 5.790 2.370 -0.43
H 3.305 3.195 0.909 0.26
H 2.467 4.167 -0.308 0.27
H 1.471 3.231 0.776 0.29
```

***

(4)
The following is a quantum chemistry calculation of a structure of composition C20H28NO2Zn at a distorted geometry, from OMol25.

## Properties
Relative energy (zero: lowest compared OMol25 entry of this formula, charge and spin) = 1.763 eV
LUMO (alpha / beta) = 2.53 / 2.61 eV
Multiplicity = 1
HOMO-LUMO gap (alpha / beta) = 3.4 / 3.6 eV
Total charge = -1

Structure (XYZ):
```
52
Properties=species:S:1:pos:R:3:nbo_charge:R:1
O -0.080 1.862 -2.780 -0.55
C 0.817 3.027 -3.032 -0.07
C -0.363 4.021 -2.886 -0.46
H 1.446 2.814 -3.900 0.19
H 1.446 3.274 -2.165 0.18
C -1.094 2.782 -2.275 0.27
H -0.824 4.448 -3.776 0.20
H -0.296 4.751 -2.098 0.21
C -2.512 2.653 -2.770 -0.63
H -2.683 2.425 -3.825 0.22
H -2.960 3.637 -2.603 0.21
H -3.068 1.942 -2.155 0.22
C -0.998 2.740 -0.742 -0.64
H 0.026 2.938 -0.383 0.23
H -1.299 1.778 -0.294 0.24
H -1.650 3.503 -0.275 0.20
Zn 0.321 -2.173 0.698 0.57
C 1.566 0.968 4.006 -0.36
C 2.097 -0.336 3.887 -0.37
C 1.982 -0.743 2.516 -0.41
H 2.659 -0.830 4.680 0.18
C 1.484 0.379 1.791 -0.38
C 1.366 1.476 2.685 -0.37
H 1.144 2.523 2.474 0.18
H 1.343 1.516 4.944 0.18
H 2.396 -1.659 2.075 0.20
H 1.322 0.384 0.714 0.18
C -1.165 -1.365 3.858 -0.32
C -1.536 -0.215 3.103 -0.20
C -1.913 -0.617 1.829 -0.29
H -1.469 0.809 3.457 0.22
C -1.589 -2.064 1.683 -0.59
C -1.336 -2.520 3.035 -0.31
H -1.475 -3.540 3.434 0.20
H 0.271 -1.348 7.138 0.45
H -2.444 0.001 1.098 0.20
H -2.054 -2.731 0.933 0.22
O 0.954 -2.268 -1.172 -0.66
C 0.048 -1.694 -2.206 -0.12
C 0.518 -2.115 -3.602 -0.43
H 0.066 -0.599 -2.174 0.23
H -0.958 -2.094 -1.981 0.18
C 1.588 -3.169 -3.392 -0.44
H 0.888 -1.241 -4.165 0.21
H -0.359 -2.490 -4.159 0.20
C 1.662 -3.386 -1.883 -0.12
H 2.544 -2.850 -3.835 0.21
H 1.299 -4.116 -3.843 0.21
H 2.669 -3.557 -1.482 0.21
H 1.042 -4.242 -1.582 0.19
N -0.192 -1.336 6.238 -0.67
C -0.648 -1.353 5.160 0.61
```

***

(5)
The following is a quantum chemistry calculation of a cluster of 2 separate species, C2HClF2S in total at a distorted geometry, from OMol25.

## Properties
Relative energy (zero: lowest compared OMol25 entry of this formula, charge and spin) = 3.520 eV
LUMO (alpha / beta) = -0.59 / -0.63 eV
Multiplicity = 1
HOMO-LUMO gap (alpha / beta) = 7.6 / 8.2 eV

Structure (XYZ):
```
7
Properties=species:S:1:pos:R:3:nbo_charge:R:1
C -2.722 0.040 -0.191 -0.36
C -0.244 0.841 -0.141 0.56
F -0.226 2.222 -0.415 -0.36
F 0.103 0.043 -1.145 -0.32
S -3.016 -1.428 -0.549 0.21
Cl -3.495 1.272 0.575 0.13
H 0.289 0.610 0.869 0.14
```

***

(6)
The following is a quantum chemistry calculation of a structure of composition C17H40IrNP3Se at a distorted geometry, from OMol25.

## Properties
Relative energy (zero: lowest compared OMol25 entry of this formula, charge and spin) = 1.092 eV
LUMO (alpha / beta) = -12.72 / -16.47 eV
Multiplicity = 6
HOMO-LUMO gap (alpha / beta) = 4.9 / 4.3 eV
Total charge = +4

Structure (XYZ):
```
63
Properties=species:S:1:pos:R:3:nbo_charge:R:1
Ir -0.188 -0.608 1.485 0.25
P 0.182 1.421 2.418 0.96
P -2.315 0.160 1.062 1.04
P 2.010 -0.461 0.910 1.03
H -1.652 -3.950 -3.889 0.25
C -1.017 -4.544 -3.196 0.01
C -0.646 -4.054 -1.957 -0.03
H -0.926 -3.162 -1.351 0.24
C 0.402 2.983 1.460 -0.95
C -1.170 1.838 3.592 -0.95
C 1.600 1.466 3.557 -0.96
C -2.987 -0.764 -0.356 -0.95
C -3.354 -0.390 2.467 -0.95
C -2.852 1.871 0.716 -0.96
C 2.393 -1.615 -0.449 -0.95
C 2.988 -1.223 2.298 -0.94
C 2.863 1.057 0.423 -0.97
H -0.868 -5.624 -3.483 0.29
H 0.040 -4.685 -1.431 0.23
H 0.544 3.754 2.238 0.29
H -0.503 3.190 0.860 0.24
H 1.295 2.906 0.819 0.25
H -0.800 2.747 4.096 0.27
H -1.260 0.998 4.300 0.26
H -2.116 2.055 3.072 0.24
H 1.487 2.430 4.071 0.27
H 2.555 1.445 3.020 0.24
H 1.511 0.643 4.277 0.26
H -4.071 -0.584 -0.437 0.28
H -2.789 -1.837 -0.219 0.24
H -2.485 -0.398 -1.261 0.24
H -4.418 -0.236 2.225 0.29
H -3.128 0.189 3.369 0.27
H -3.182 -1.455 2.681 0.24
H -3.949 1.895 0.638 0.30
H -2.424 2.223 -0.226 0.24
H -2.572 2.593 1.484 0.26
H 3.488 -1.683 -0.574 0.27
H 1.933 -1.191 -1.353 0.23
H 1.969 -2.610 -0.231 0.24
H 4.057 -1.143 2.044 0.29
H 2.717 -2.289 2.429 0.26
H 2.796 -0.678 3.232 0.26
H 3.892 0.813 0.135 0.30
H 2.921 1.806 1.207 0.27
H 2.366 1.501 -0.441 0.25
C 0.394 1.749 -3.614 -0.16
C 0.071 0.374 -3.574 -0.20
C 0.261 -0.496 -4.680 -0.20
C 0.784 0.081 -5.852 -0.03
C 1.164 1.443 -5.870 -0.15
C 1.001 2.296 -4.768 -0.18
Se -0.162 2.816 -2.159 0.58
H 0.043 1.530 -1.386 0.06
H -0.356 -0.014 -2.647 0.21
H 0.009 -1.584 -4.757 0.24
H 0.953 -0.505 -6.783 0.28
H 1.578 1.828 -6.803 0.28
H 1.298 3.347 -4.775 0.27
N -0.333 -2.220 2.826 -1.03
H -0.150 -3.067 2.286 0.42
H -1.260 -2.264 3.257 0.44
H 0.368 -2.120 3.565 0.44
```